[1]
# CH4N2O

An isolated molecule of CH4N2O in a non-equilibrium geometry (ωB97M-V with the def2-TZVPD basis set, the Open Molecules 2025 dataset).

```
8
Properties=species:S:1:pos:R:3:forces:R:3
C 0.417606 0.595768 -0.527754 -1.0 5.8 6.0
H -0.385091 -1.322828 1.199247 3.8 -3.6 3.7
H -0.188806 -1.126627 -1.304753 -0.5 0.4 2.0
H 1.018111 0.535033 -1.326152 2.2 1.3 -3.4
H -0.121639 1.144649 1.271792 0.3 0.9 -2.1
N -0.103829 -0.557646 -0.419349 -2.7 -5.8 0.1
N 0.303825 1.569580 0.378353 0.8 -2.4 -0.8
O -0.940178 -0.837928 0.728615 -2.9 3.3 -5.5
```
Positions in Å, forces in eV/Å.

E_tot (eV): -6126.1813
LUMO energy (eV): 0.69
Frontier orbital gap (eV): 9.623
Structure (SMILES): [H]/N=C\NO
Total charge: 0



[2]
# CH4N2O

An isolated molecule of CH4N2O in a non-equilibrium geometry (ωB97M-V with the def2-TZVPD basis set, the Open Molecules 2025 dataset).

```
8
Properties=species:S:1:pos:R:3:forces:R:3
C 0.099354 0.055533 0.823583 1.2 -1.2 -0.7
N 1.212706 0.537708 1.204130 -1.4 0.0 -0.6
N -1.028885 0.005995 -1.388469 0.5 0.9 2.1
O -0.592349 0.801922 -0.053739 -1.3 -1.0 -2.4
H -0.373775 -0.977227 0.971619 0.8 1.2 0.3
H 1.743904 -0.023855 1.832166 0.0 -0.7 0.8
H -0.625224 -0.951423 -1.384805 0.1 0.8 0.6
H -0.435730 0.551347 -2.004486 0.1 0.0 -0.2
```
Positions in Å, forces in eV/Å.

E_tot (eV): -6126.5417
LUMO energy (eV): 0.67
Frontier orbital gap (eV): 10.922
Structure (SMILES): [H]/N=C/ON
Total charge: 0



[3]
# CH4N2O

An isolated molecule of CH4N2O in a non-equilibrium geometry (ωB97M-V with the def2-TZVPD basis set, the Open Molecules 2025 dataset).

```
8
Properties=species:S:1:pos:R:3:forces:R:3
C 0.710558 0.660895 0.402736 0.1 -0.6 0.2
N 0.360257 -0.672510 0.142548 -0.5 -1.1 0.3
N -0.949800 -0.775875 -0.266866 0.0 2.3 0.3
O 1.279745 0.116632 -0.795216 -1.3 1.2 0.4
H -0.175985 1.320982 0.483076 0.7 0.2 -0.9
H 1.409964 0.848494 1.205058 0.2 -0.1 0.1
H -1.405046 0.161919 -0.509672 0.6 -2.3 -0.1
H -1.229694 -1.660537 -0.661666 0.2 0.4 -0.3
```
Positions in Å, forces in eV/Å.

E_tot (eV): -6125.7939
LUMO energy (eV): 1.09
Frontier orbital gap (eV): 10.825
Structure (SMILES): NN1CO1
Total charge: 0